[1]
Below is C39H43FN7SSiTi as an isolated structure, with properties calculated with the ωB97M-V functional and the def2-TZVPD basis.

Geometry as XYZ:
```
93
C39H43FN7SSiTi (the ωB97M-V functional and the def2-TZVPD basis)
Ti 0.058 -1.209 0.924
S 5.562 -1.291 6.234
N 3.959 -1.349 6.391
C 3.457 -1.354 5.166
C 2.047 -1.368 4.834
C 1.026 -1.388 5.788
C -0.285 -1.398 5.361
C -0.555 -1.366 3.994
N 0.408 -1.336 3.078
C 1.692 -1.360 3.484
C 2.720 -1.378 2.429
N 2.283 -1.428 1.154
C 3.179 -1.457 0.173
C 4.551 -1.449 0.411
C 5.009 -1.404 1.710
C 4.080 -1.368 2.751
C 4.445 -1.345 4.153
N 5.681 -1.335 4.627
H 1.282 -1.399 6.839
H -1.110 -1.422 6.057
H -1.568 -1.362 3.610
H 2.781 -1.483 -0.834
H 5.232 -1.477 -0.427
H 6.066 -1.399 1.940
C 1.509 0.600 -5.800
C 0.248 -0.207 -5.466
C 0.240 -1.475 -6.320
C -0.998 0.622 -5.806
C 0.236 -0.524 -3.974
C 0.187 -1.838 -3.476
C 0.171 -2.043 -2.121
N 0.196 -1.041 -1.225
C 0.240 0.235 -1.673
C 0.269 0.500 -3.049
C 0.325 1.254 -0.645
C 0.379 2.621 -0.928
C 0.515 3.569 0.062
C 0.628 3.072 1.379
C 0.547 1.733 1.620
N 0.340 0.795 0.654
C 0.559 5.053 -0.277
C 0.654 5.922 0.976
C -0.715 5.437 -1.042
C 1.786 5.327 -1.158
H 1.532 0.825 -6.867
H 2.413 0.040 -5.553
H 1.540 1.549 -5.263
H 0.256 -1.199 -7.374
H -0.655 -2.075 -6.152
H 1.115 -2.099 -6.131
H -1.005 0.857 -6.871
H -1.018 1.565 -5.258
H -1.912 0.075 -5.572
H 0.159 -2.694 -4.131
H 0.124 -3.042 -1.702
H 0.314 1.523 -3.390
H 0.314 2.940 -1.959
H 0.768 3.736 2.219
H 0.611 1.352 2.633
H -0.195 5.767 1.644
H 0.659 6.974 0.689
H 1.572 5.732 1.535
H -1.606 5.244 -0.443
H -0.809 4.882 -1.976
H -0.694 6.499 -1.290
H 2.708 5.044 -0.647
H 1.844 6.390 -1.399
H 1.738 4.776 -2.098
C -4.390 -0.651 2.456
Si -3.297 -0.428 0.937
C -4.274 -0.598 -0.658
C -2.692 1.339 1.035
N -1.949 -1.576 0.955
C -2.252 -2.944 0.949
C -3.540 -3.511 0.942
C -3.753 -4.880 0.958
C -2.697 -5.778 0.982
C -1.404 -5.276 0.974
C -1.249 -3.914 0.948
F 0.073 -3.435 0.912
H -5.147 0.139 2.456
H -3.805 -0.514 3.370
H -4.914 -1.599 2.542
H -4.960 0.245 -0.768
H -4.861 -1.510 -0.751
H -3.581 -0.566 -1.503
H -3.596 1.955 1.075
H -2.112 1.669 0.174
H -2.120 1.553 1.939
H -4.403 -2.866 0.918
H -4.771 -5.245 0.952
H -2.869 -6.845 0.999
H -0.528 -5.910 0.980
```

Summary:
orbital gap (alpha / beta): 4.6 / 6.7 eV
DFT total energy: -96118.7138 eV
spin multiplicity: 3
charge: +1
HOMO level (alpha / beta): -0.289 / -0.367 Eh
strongest force on any atom: 0.0114 Eh/bohr
⟨S²⟩: 2.024

[2]
Below is C39H44AsPb as an isolated structure in a non-equilibrium geometry, with properties calculated with the ωB97M-V functional and the def2-TZVPD basis.

Geometry as XYZ:
```
85
C39H44AsPb (the ωB97M-V functional and the def2-TZVPD basis)
C 1.061 2.019 -1.367
C 0.898 0.987 -2.341
C 1.796 -0.084 -2.013
C 2.524 0.302 -0.832
C 2.050 1.594 -0.426
Pb -0.003 -0.302 0.020
C 0.092 -3.349 1.959
C -0.258 -2.079 2.363
H -1.317 -1.912 2.691
C 0.649 -1.008 2.387
H 1.741 -1.185 2.298
H 0.407 -0.077 2.920
C -0.817 -4.635 2.177
H -1.899 -4.407 2.117
H -0.650 -5.425 1.424
H -0.608 -4.999 3.152
C 1.435 -3.569 1.206
H 1.689 -2.788 0.453
H 2.202 -3.580 1.963
H 1.477 -4.525 0.648
C -0.016 1.043 -3.505
H -1.020 1.388 -3.219
H 0.365 1.747 -4.264
H -0.120 0.062 -3.983
C 1.968 -1.340 -2.785
H 1.006 -1.721 -3.154
H 2.619 -1.176 -3.660
H 2.426 -2.132 -2.177
C 3.624 -0.451 -0.180
H 3.746 -1.449 -0.618
H 4.580 0.084 -0.302
H 3.455 -0.570 0.902
C 2.554 2.389 0.720
H 3.188 1.783 1.379
H 3.159 3.239 0.365
H 1.731 2.800 1.324
C 0.370 3.330 -1.391
H 0.520 3.878 -0.453
H 0.757 3.960 -2.209
H -0.712 3.211 -1.545
C -1.688 -1.886 -1.293
C -1.367 -3.067 -0.557
C -2.288 -1.885 -2.507
C -0.615 -3.945 -1.444
H -1.389 -3.408 0.605
C -1.734 -2.813 -3.393
H -3.081 -1.120 -2.718
C -0.823 -3.785 -2.839
H 0.131 -4.726 -1.145
H -1.939 -2.787 -4.437
H -0.322 -4.453 -3.543
C -6.785 0.800 3.392
C -6.482 0.119 2.205
C -5.209 0.230 1.636
C -4.235 1.029 2.262
C -4.549 1.749 3.419
C -5.823 1.617 3.994
As -2.465 1.062 1.399
C -2.905 2.386 0.004
C -3.100 1.890 -1.299
C -3.496 2.760 -2.320
C -3.687 4.121 -2.041
C -3.507 4.603 -0.742
C -3.145 3.731 0.296
C -1.492 2.087 2.772
C -0.777 3.258 2.484
C 0.017 3.842 3.482
C 0.130 3.241 4.741
C -0.565 2.059 5.019
C -1.382 1.484 4.040
H -7.774 0.695 3.844
H -7.237 -0.503 1.721
H -4.966 -0.298 0.711
H -3.811 2.406 3.881
H -6.053 2.154 4.916
H -2.972 0.820 -1.505
H -3.669 2.370 -3.327
H -3.990 4.797 -2.845
H -3.660 5.662 -0.522
H -3.055 4.100 1.319
H -0.858 3.726 1.500
H 0.546 4.775 3.266
H 0.765 3.694 5.507
H -0.477 1.578 5.996
H -1.938 0.568 4.260
```

Summary:
orbital gap (alpha / beta): 5.7 / 5.8 eV
DFT total energy: -107231.2709 eV
charge: +1
energy above the lowest of the compared OMol25 structures with the same formula, charge and spin: 0.000 eV
HOMO level (alpha / beta): -0.365 / -0.362 Eh
strongest force on any atom: 0.0972 Eh/bohr

[3]
Below is a 7-piece molecular cluster, C39H44N5O6 overall in a non-equilibrium geometry, with properties calculated with the ωB97M-V functional and the def2-TZVPD basis.

Geometry as XYZ:
```
94
C39H44N5O6 (the ωB97M-V functional and the def2-TZVPD basis)
C -1.835 5.111 -0.749
C -2.615 4.140 0.101
N -2.379 2.691 -0.122
C -3.337 1.751 -0.472
C -2.721 0.444 -0.598
N -1.366 0.646 -0.295
C -1.197 2.036 -0.128
C -0.345 -0.270 -0.169
H -0.644 4.901 -0.644
H -1.788 6.088 -0.537
H -1.841 5.084 -1.810
H -3.523 4.169 -0.154
H -2.622 4.232 1.101
H -4.338 1.989 -0.488
H -3.068 -0.528 -0.904
H -0.225 2.466 0.081
H -0.559 -1.137 -0.642
H 0.177 -0.569 0.728
H 0.455 0.219 -0.687
N -2.634 1.456 3.432
C -1.873 0.364 3.038
C -0.812 -0.131 3.888
C -0.548 0.522 5.073
C -1.324 1.606 5.421
C -2.307 1.925 4.606
H -2.032 -0.161 2.017
H -0.332 -0.908 3.785
H 0.209 0.163 5.845
H -1.171 2.011 6.601
H -3.057 2.836 4.770
N 2.570 4.078 1.217
C 2.424 2.959 2.016
C 1.320 2.773 2.826
C 0.534 3.932 2.996
C 0.595 4.999 2.192
C 1.643 5.000 1.253
H 2.904 2.020 1.766
H 1.117 2.036 3.490
H -0.358 3.940 3.576
H -0.024 5.835 2.270
H 2.127 5.866 0.660
N 3.451 -0.004 -0.517
C 4.238 -0.994 0.107
C 4.806 -1.953 -0.686
C 4.815 -1.863 -2.036
C 3.998 -0.931 -2.645
C 3.297 0.030 -1.882
H 4.473 -0.845 1.221
H 5.756 -2.578 -0.347
H 5.404 -2.368 -2.633
H 4.123 -0.957 -3.734
H 2.805 0.820 -2.321
C -2.147 -3.066 -2.527
C -3.389 -3.747 -1.933
C -3.118 -4.856 -1.130
C -1.772 -5.259 -0.838
C -0.658 -4.633 -1.502
C -0.843 -3.573 -2.355
O 0.171 -2.869 -2.875
O -4.109 -5.467 -0.448
H -2.545 -2.194 -3.066
H -4.308 -3.225 -1.870
H -1.568 -5.942 -0.043
H 0.342 -4.876 -1.285
H 0.971 -3.148 -2.685
H -3.764 -6.357 -0.129
C 2.321 3.149 -5.974
C 2.560 3.378 -4.451
C 1.639 2.935 -3.559
C 0.449 2.356 -4.090
C 0.081 2.261 -5.327
C 1.078 2.711 -6.319
O 0.944 2.558 -7.621
O 1.613 2.999 -2.200
H 3.112 3.733 -6.446
H 3.375 3.663 -4.061
H -0.409 2.122 -3.293
H -0.842 1.733 -5.689
H 1.679 2.774 -8.073
H 2.396 3.307 -1.727
C 0.875 -4.995 2.259
C 0.039 -3.863 1.672
C -1.091 -3.526 2.308
C -1.491 -4.271 3.487
C -0.668 -5.288 3.970
C 0.478 -5.738 3.361
O 1.194 -6.831 3.757
O -2.008 -2.595 1.734
H 1.897 -4.946 1.734
H 0.507 -3.324 0.828
H -2.407 -4.044 4.058
H -1.012 -5.705 4.899
H 1.013 -7.328 4.496
H -2.970 -2.916 2.035
```

Summary:
orbital gap: 7.9 eV
DFT total energy: -60874.4253 eV
charge: +1
energy above the lowest of the compared OMol25 structures with the same formula, charge and spin: 0.852 eV
HOMO level: -0.370 Eh
strongest force on any atom: 0.1925 Eh/bohr

[4]
Below is C39H45AgN5O3P3STe as an isolated structure in a non-equilibrium geometry, with properties calculated with the ωB97M-V functional and the def2-TZVPD basis.

Geometry as XYZ:
```
98
C39H45AgN5O3P3STe (the ωB97M-V functional and the def2-TZVPD basis)
Ag 1.056 -0.674 -1.266
Te -1.450 -2.845 2.392
C -3.377 -2.226 3.052
C -4.528 -2.666 2.410
C -5.755 -2.144 2.800
N -5.902 -1.238 3.769
C -4.790 -0.831 4.387
C -3.518 -1.291 4.071
C -1.273 -1.243 1.026
P 0.128 -0.105 1.278
C 0.635 -0.162 3.040
C 1.713 -0.987 3.358
C 2.163 -1.102 4.664
C 1.541 -0.382 5.675
C 0.469 0.446 5.370
C 0.020 0.559 4.059
C -0.621 1.589 1.261
C 0.243 2.685 1.144
C -0.253 3.983 1.108
C -1.627 4.202 1.178
C -2.491 3.121 1.299
C -1.989 1.821 1.344
P -1.126 -1.705 -0.716
C -2.420 -0.705 -1.582
C -3.574 -0.277 -0.929
C -4.521 0.492 -1.598
C -4.319 0.849 -2.927
C -3.173 0.425 -3.592
C -2.230 -0.348 -2.920
C -1.761 -3.396 -1.000
C -3.110 -3.708 -1.129
C -3.512 -5.030 -1.278
C -2.571 -6.051 -1.308
C -1.221 -5.746 -1.198
C -0.822 -4.426 -1.050
H -4.470 -3.397 1.611
H -6.669 -2.470 2.310
H -4.925 -0.099 5.177
H -2.650 -0.916 4.602
H 2.197 -1.545 2.562
H 2.996 -1.755 4.898
H 1.893 -0.461 6.696
H -0.022 1.007 6.156
H -0.820 1.207 3.837
H 1.315 2.504 1.084
H 0.427 4.823 1.035
H -2.020 5.211 1.144
H -3.558 3.293 1.378
H -2.651 0.966 1.448
H -3.713 -0.548 0.115
H -5.418 0.813 -1.081
H -5.054 1.455 -3.447
H -3.017 0.697 -4.630
H -1.330 -0.684 -3.431
H -3.855 -2.923 -1.111
H -4.567 -5.263 -1.374
H -2.890 -7.080 -1.422
H -0.482 -6.538 -1.229
H 0.230 -4.183 -0.966
C -2.075 3.840 -2.778
C -1.152 3.060 -3.637
N -1.030 3.145 -4.919
N -0.068 2.204 -5.216
C 0.409 1.530 -4.161
S 1.557 0.319 -4.107
N -0.287 2.106 -3.134
N -0.169 1.701 -1.819
H -2.547 4.615 -3.376
H -1.539 4.294 -1.943
H -2.845 3.186 -2.360
H 0.194 2.035 -6.170
H 0.160 2.454 -1.227
H -1.071 1.381 -1.476
C 6.588 -1.622 -1.794
C 5.204 -1.244 -2.266
O 4.806 -0.004 -1.643
P 3.397 0.045 -0.845
O 3.338 1.641 -0.593
C 3.414 2.596 -1.672
C 4.764 3.279 -1.677
O 3.729 -0.446 0.639
C 4.717 0.177 1.490
C 5.447 -0.900 2.256
H 6.891 -2.573 -2.236
H 6.604 -1.720 -0.707
H 7.310 -0.856 -2.080
H 4.486 -2.033 -2.029
H 5.187 -1.089 -3.343
H 2.618 3.322 -1.491
H 3.214 2.104 -2.625
H 4.952 3.756 -0.713
H 4.791 4.044 -2.457
H 5.552 2.550 -1.867
H 4.186 0.843 2.170
H 5.402 0.772 0.886
H 4.730 -1.572 2.732
H 6.065 -0.449 3.035
H 6.088 -1.491 1.599
```

Summary:
orbital gap: 7.1 eV
DFT total energy: -104761.1198 eV
charge: 0
HOMO level: -0.244 Eh
strongest force on any atom: 0.0260 Eh/bohr

[5]
Below is C39H45BrF4GeO3P3Sr as an isolated structure in a non-equilibrium geometry, with properties calculated with the ωB97M-V functional and the def2-TZVPD basis.

Geometry as XYZ:
```
97
C39H45BrF4GeO3P3Sr (the ωB97M-V functional and the def2-TZVPD basis)
Sr 1.192 0.973 -0.577
F 1.235 2.744 7.322
C 0.871 2.909 6.052
C -0.141 3.836 5.826
F -0.556 4.546 6.852
C -0.531 4.108 4.512
F -1.311 5.130 4.333
C 0.033 3.473 3.405
P -0.381 3.547 1.581
C 0.586 5.035 1.107
C 1.751 5.344 1.844
C 2.365 6.553 1.565
C 1.930 7.427 0.571
C 0.826 7.073 -0.235
C 0.152 5.898 0.061
C -2.148 3.913 1.307
C -2.854 4.844 2.088
C -4.220 4.926 1.873
C -4.865 4.209 0.914
C -4.141 3.384 0.042
C -2.785 3.197 0.295
C 1.042 2.581 3.718
Br 1.971 1.713 2.305
C 1.502 2.299 4.985
F 2.574 1.527 5.102
H 2.149 4.683 2.625
H 3.172 6.866 2.203
H 2.421 8.349 0.359
H 0.533 7.654 -1.075
H -0.691 5.572 -0.564
H -2.424 5.527 2.774
H -4.797 5.608 2.508
H -5.927 4.239 0.829
H -4.641 2.837 -0.749
H -2.239 2.490 -0.246
C -2.260 -4.787 3.756
O -2.506 -3.625 4.349
P -1.929 -3.065 5.700
O -0.224 -3.186 5.385
C 0.824 -3.125 6.619
O -1.830 -1.528 5.784
C -1.322 -0.797 4.664
H -1.817 -5.562 4.380
H -1.488 -4.579 2.985
H -3.187 -5.231 3.309
H 1.688 -2.847 5.937
H 1.208 -4.178 6.822
H 0.360 -2.850 7.512
H -0.343 -0.347 4.757
H -2.052 0.099 4.417
H -1.298 -1.408 3.790
Ge -0.804 -2.379 -1.549
C 0.560 -9.688 -3.153
C 0.650 -10.379 -2.078
C -0.698 -10.835 -2.043
C -1.621 -10.234 -2.906
C -1.388 -9.380 -4.038
C 0.058 -9.170 -4.212
C -2.770 -1.789 -2.160
C -2.855 -0.512 -2.557
C -3.699 -0.173 -3.641
C -4.678 -1.139 -4.058
C -4.494 -2.477 -3.654
C -3.566 -2.779 -2.708
H -0.446 -1.398 -0.152
H 1.419 -10.477 -1.308
H -0.938 -11.616 -1.341
H -2.671 -10.339 -2.683
H -2.215 -8.872 -4.529
H 0.584 -9.029 -5.176
H -2.179 0.293 -2.300
H -3.656 0.874 -3.895
H -5.434 -0.970 -4.821
H -4.962 -3.361 -4.100
H -3.424 -3.784 -2.307
C 2.431 2.087 -5.602
C 3.120 2.263 -4.247
P 3.192 0.959 -2.908
C 4.592 1.556 -1.874
C 6.016 1.956 -2.438
C 3.757 -0.463 -3.933
C 2.738 -1.492 -4.509
H 1.988 2.995 -5.978
H 1.579 1.366 -5.615
H 3.119 1.728 -6.327
H 2.882 3.262 -3.874
H 4.215 2.248 -4.420
H 4.678 0.727 -1.129
H 4.146 2.408 -1.398
H 6.520 2.626 -1.754
H 5.887 2.447 -3.401
H 6.619 1.054 -2.503
H 4.566 -0.923 -3.396
H 4.242 0.071 -4.825
H 1.795 -1.015 -4.773
H 2.549 -2.421 -3.948
H 3.120 -1.826 -5.455
```

Summary:
orbital gap: 3.7 eV
DFT total energy: -213411.4036 eV
charge: +3
HOMO level: -0.478 Eh
strongest force on any atom: 0.1276 Eh/bohr

- Which value of strongest force on any atom does entry 5 give?
  0.1276 Eh/bohr

- Among the records above, which one has the lowest charge?
  C39H45AgN5O3P3STe

- Among the records above, which one has the highest DFT total energy?
  C39H44N5O6